{
  "formula": "C4H14NO2S",
  "method": "wB97M-V/def2-TZVPD",
  "spin_multiplicity": 1,
  "total_charge": -1,
  "lumo_ev": 3.58,
  "largest_force_ev_per_a": 1.744,
  "e_homo_ev": -3.321,
  "e_above_lowest_kj_mol": 62.80,
  "elements": ["C", "C", "S", "C", "N", "C", "H", "H", "H", "H", "H", "H", "H", "H", "H", "H", "H", "H", "O", "H", "H", "O"],
  "xyz": [[0.2684, -0.7183, -0.3936], [-1.1438, -1.1252, -0.8985], [-2.5161, 0.1436, -1.0876], [0.4337, 0.2650, 0.7487], [1.7618, 0.2389, 1.3753], [2.9115, -0.0685, 0.4962], [0.8217, -0.4583, -1.2839], [0.7568, -1.6562, -0.0204], [-0.9860, -1.5357, -1.9146], [-1.5454, -1.9642, -0.3493], [-0.3002, 0.0987, 1.5203], [0.1691, 1.2685, 0.3588], [1.7972, -0.4774, 2.0895], [2.9901, -1.0864, 0.0978], [2.8678, 0.6289, -0.3467], [3.7706, 0.1891, 1.1250], [-3.6307, 0.5538, 1.0005], [-3.1780, -0.0013, 2.2919], [-3.7793, 0.6870, 1.9733], [-0.2800, 2.4044, -2.4537], [-1.0056, 1.1635, -1.8907], [-0.1838, 1.4501, -2.4384]]
}